{
  "formula": "B5CaF20",
  "method": "wB97M-V/def2-TZVPD",
  "species": ["Ca", "B", "F", "F", "F", "F", "B", "F", "F", "F", "F", "B", "F", "F", "F", "F", "B", "F", "F", "F", "F", "B", "F", "F", "F", "F"],
  "xyz": [[-3.99, 9.73, -8.64], [-4.12, 7.08, -7.31], [-4.78, 5.84, -7.49], [-3.43, 7.50, -8.48], [-5.03, 8.07, -7.06], [-3.22, 7.05, -6.29], [-1.27, 9.82, -6.73], [-2.60, 10.03, -7.01], [-0.59, 9.16, -7.70], [-0.78, 11.13, -6.66], [-1.05, 9.14, -5.52], [-6.36, 9.06, -10.26], [-6.68, 9.81, -11.35], [-6.14, 9.90, -9.20], [-7.33, 8.09, -9.94], [-5.25, 8.43, -10.47], [-2.38, 10.62, -10.63], [-3.74, 10.84, -10.70], [-1.79, 10.50, -11.83], [-1.85, 11.68, -9.94], [-2.19, 9.47, -9.84], [-4.91, 12.16, -7.06], [-4.11, 12.80, -6.16], [-6.07, 12.90, -7.42], [-4.06, 11.93, -8.12], [-5.30, 10.88, -6.60]],
  "max_force_ev_per_a": 5.36,
  "charge": -3,
  "gap_ev": 10.524
}

---

{
  "formula": "B5F20Fe",
  "method": "wB97M-V/def2-TZVPD",
  "species": ["Fe", "B", "F", "F", "F", "F", "B", "F", "F", "F", "F", "B", "F", "F", "F", "F", "B", "F", "F", "F", "F", "B", "F", "F", "F", "F"],
  "xyz": [[0.38, 0.35, -0.01], [3.17, 1.11, -0.45], [2.57, 0.34, -1.45], [4.29, 0.46, 0.07], [3.54, 2.34, -1.01], [2.21, 1.26, 0.60], [-2.72, -0.85, 1.29], [-1.59, -0.21, 0.69], [-2.86, -0.31, 2.61], [-3.88, -0.52, 0.57], [-2.59, -2.22, 1.31], [1.21, -1.14, 2.09], [1.54, -1.22, 0.72], [0.56, 0.09, 2.26], [0.34, -2.17, 2.41], [2.39, -1.20, 2.83], [-1.05, -1.71, -2.17], [-0.66, -2.03, -3.48], [-0.04, -0.93, -1.54], [-2.31, -1.10, -2.14], [-1.26, -2.94, -1.48], [-0.68, 2.54, -0.78], [-2.03, 2.23, -0.76], [-0.43, 3.85, -1.15], [-0.14, 2.36, 0.54], [0.02, 1.61, -1.59]],
  "s2": 6.004,
  "max_force_ev_per_a": 2.73,
  "charge": -3,
  "spin_multiplicity": 5,
  "gap_ev": [10.013, 7.834]
}

---

{
  "formula": "BCsH4",
  "method": "wB97M-V/def2-TZVPD",
  "species": ["Cs", "B", "H", "H", "H", "H"],
  "xyz": [[-2.31, -0.54, 0.95], [0.47, 0.11, -0.19], [0.34, 1.18, -0.11], [-0.40, -0.23, -0.72], [1.41, -0.11, -0.69], [0.49, -0.41, 0.76]],
  "max_force_ev_per_a": 4.59,
  "gap_ev": 7.872
}

---

{
  "formula": "BF4H24O12",
  "method": "wB97M-V/def2-TZVPD",
  "species": ["B", "F", "F", "F", "F", "O", "H", "H", "O", "H", "H", "O", "H", "H", "O", "H", "H", "O", "H", "H", "O", "H", "H", "O", "H", "H", "O", "H", "H", "O", "H", "H", "O", "H", "H", "O", "H", "H", "O", "H", "H"],
  "xyz": [[0.33, -0.08, 0.22], [1.42, 0.61, -0.36], [0.69, -0.30, 1.54], [-0.86, 0.67, 0.11], [0.23, -1.30, -0.45], [-3.94, 0.32, -0.97], [-4.33, 0.61, -0.14], [-3.08, 0.74, -0.99], [3.84, 2.75, -0.02], [2.98, 2.33, 0.14], [4.36, 2.07, -0.45], [1.82, -2.33, -2.49], [1.38, -2.08, -1.66], [2.16, -1.47, -2.83], [1.90, -2.97, 1.66], [1.40, -3.80, 1.72], [1.59, -2.44, 2.39], [2.57, 0.25, -2.97], [2.80, 1.02, -3.50], [2.01, 0.59, -2.26], [-4.04, 0.63, 1.84], [-3.24, 1.14, 2.10], [-4.71, 0.93, 2.46], [-1.44, 1.16, 3.01], [-0.85, 1.80, 3.43], [-0.89, 0.78, 2.30], [-3.57, -1.93, -2.60], [-2.69, -2.19, -2.30], [-3.80, -1.14, -2.08], [-1.10, -3.61, 0.63], [-0.73, -2.80, 0.25], [-1.97, -3.34, 0.96], [0.96, 3.19, 1.25], [0.76, 2.36, 0.79], [1.06, 2.95, 2.17], [3.51, -0.31, 1.07], [2.93, -0.92, 0.60], [2.92, 0.20, 1.63], [-0.71, 2.34, -2.01], [-0.63, 1.60, -1.38], [-1.04, 1.94, -2.83]],
  "max_force_ev_per_a": 1.08,
  "charge": -1,
  "gap_ev": 9.861
}

---

{
  "formula": "BF4H56O28",
  "method": "wB97M-V/def2-TZVPD",
  "species": ["B", "F", "F", "F", "F", "O", "H", "H", "O", "H", "H", "O", "H", "H", "O", "H", "H", "O", "H", "H", "O", "H", "H", "O", "H", "H", "O", "H", "H", "O", "H", "H", "O", "H", "H", "O", "H", "H", "O", "H", "H", "O", "H", "H", "O", "H", "H", "O", "H", "H", "O", "H", "H", "O", "H", "H", "O", "H", "H", "O", "H", "H", "O", "H", "H", "O", "H", "H", "O", "H", "H", "O", "H", "H", "O", "H", "H", "O", "H", "H", "O", "H", "H", "O", "H", "H", "O", "H", "H"],
  "xyz": [[0.22, 0.10, 0.13], [-0.78, 0.43, 1.03], [-0.16, -1.04, -0.57], [0.33, 1.06, -0.82], [1.39, -0.22, 0.82], [2.56, -0.94, 5.27], [1.60, -0.91, 5.28], [2.82, -0.31, 5.94], [0.63, 1.21, -5.37], [-0.27, 1.52, -5.28], [0.96, 1.17, -4.48], [-1.63, 2.52, -1.70], [-2.35, 2.50, -1.06], [-0.89, 2.14, -1.23], [-4.45, -0.19, 1.75], [-4.24, -0.77, 2.49], [-3.97, -0.57, 1.01], [-2.03, -1.26, 2.66], [-1.92, -0.49, 2.10], [-1.25, -1.79, 2.49], [2.15, -2.65, -3.07], [2.62, -3.22, -2.45], [1.24, -2.92, -2.99], [-2.46, -4.05, -1.05], [-2.13, -4.91, -0.83], [-3.37, -4.06, -0.76], [-3.05, -1.37, -0.82], [-2.25, -0.87, -0.75], [-2.76, -2.29, -0.83], [2.31, 4.15, -4.10], [1.89, 4.41, -4.92], [2.65, 4.97, -3.74], [-4.28, 2.71, -0.04], [-4.46, 3.64, 0.08], [-4.69, 2.28, 0.71], [4.76, -3.28, 0.80], [4.17, -3.29, 1.55], [5.55, -3.73, 1.11], [-0.45, -3.39, -3.09], [-0.94, -3.63, -2.30], [-1.12, -3.20, -3.74], [5.11, 2.67, 0.17], [5.43, 3.07, 0.98], [4.71, 1.85, 0.46], [0.06, -2.90, 1.43], [0.04, -2.31, 0.68], [-0.30, -3.73, 1.10], [3.44, 2.55, -1.95], [2.95, 2.85, -2.72], [2.94, 1.80, -1.62], [-2.13, 2.02, -4.85], [-2.24, 2.20, -3.92], [-2.43, 2.82, -5.29], [-0.22, 2.80, 5.06], [0.25, 2.54, 4.26], [-1.06, 2.36, 4.99], [-4.14, 3.61, 3.48], [-3.64, 2.87, 3.82], [-4.92, 3.20, 3.09], [4.18, 0.36, -4.45], [4.18, -0.38, -5.05], [3.29, 0.38, -4.09], [-5.67, -0.48, -1.76], [-4.79, -0.30, -1.44], [-5.59, -1.28, -2.27], [3.95, 0.21, 0.85], [4.53, -0.55, 0.84], [3.08, -0.17, 1.01], [-0.40, -0.88, 5.49], [-0.48, -0.14, 6.09], [-1.00, -0.67, 4.77], [-3.69, -1.55, 4.84], [-3.13, -1.10, 4.21], [-3.09, -2.13, 5.31], [2.80, -1.98, 2.70], [2.64, -1.42, 3.46], [1.92, -2.17, 2.36], [0.80, 1.56, 2.94], [1.56, 1.27, 2.44], [0.06, 1.43, 2.36], [-2.14, 4.73, -3.07], [-2.90, 4.40, -3.55], [-1.80, 3.96, -2.61], [1.89, 0.27, -2.68], [2.29, -0.60, -2.67], [1.22, 0.23, -2.00], [3.32, -4.25, -1.14], [4.19, -3.90, -0.93], [2.99, -4.60, -0.31]],
  "max_force_ev_per_a": 1.62,
  "charge": -1,
  "gap_ev": 7.912
}

---

{
  "formula": "BH16O6",
  "method": "wB97M-V/def2-TZVPD",
  "species": ["B", "H", "H", "H", "H", "O", "H", "H", "O", "H", "H", "O", "H", "H", "O", "H", "H", "O", "H", "H", "O", "H", "H"],
  "xyz": [[20.70, 8.63, -6.45], [21.25, 7.74, -5.79], [19.52, 8.30, -6.52], [20.78, 9.78, -5.94], [21.25, 8.65, -7.59], [19.05, 10.45, -8.47], [19.72, 9.90, -8.04], [19.37, 11.33, -8.37], [20.24, 9.04, -3.24], [20.25, 9.40, -4.12], [20.84, 8.30, -3.24], [20.42, 6.51, -10.25], [20.27, 7.43, -10.28], [20.72, 6.47, -9.34], [17.77, 10.96, -5.53], [17.12, 11.43, -6.07], [18.37, 10.63, -6.14], [21.21, 5.60, -7.85], [22.04, 5.35, -7.44], [20.92, 6.29, -7.21], [18.90, 6.28, -4.55], [19.63, 5.69, -4.51], [19.20, 6.94, -5.18]],
  "max_force_ev_per_a": 3.44,
  "charge": -1,
  "gap_ev": 9.714
}